(1)
Molecular formula: C28H56O10P
Method: DFT, ωB97M-V with the def2-TZVPD basis set

**HOMO level**: -4.03 eV
**Net charge**: -1
**Strongest force on any atom**: 8.30 eV/Å
**E_tot**: -59695.176 eV

Element x y z (Å)
C1 8.3631 -6.1940 0.0147
C2 7.9527 -4.7079 0.6458
O1 8.9350 -4.0817 1.3267
O2 6.5869 -4.1885 0.4618
C3 6.3232 -3.0034 1.2940
C4 6.9493 -1.6342 0.6401
C5 5.8402 -0.4469 0.3555
C6 5.2477 0.2314 1.7640
C7 3.6127 0.1721 1.6514
C8 2.8474 1.4239 2.4541
C9 1.4573 1.6968 1.6293
C10 0.5452 0.3796 1.1495
O3 -0.2862 0.9920 0.0601
P1 -0.8126 2.4534 0.9226
C11 -2.4190 2.1809 -0.1436
C12 -3.2190 0.9102 0.5145
C13 -4.1457 0.0615 -0.5760
C14 -3.2432 -0.9100 -1.5694
C15 -5.0478 -0.9889 0.3586
C16 -6.5756 -1.2041 -0.2178
C17 -7.5759 -1.0873 1.1156
C18 -8.4685 -2.2817 1.3427
C19 -9.6507 -2.6956 0.2841
C20 -8.1473 -3.1493 2.7298
O4 0.4808 2.6822 2.1189
H1 8.0310 -6.3196 -1.1129
H2 7.8617 -7.0159 0.7204
H3 9.5224 -6.3937 0.0818
H4 5.1429 -2.8895 1.3872
H5 6.7331 -3.1492 2.3830
H6 7.7421 -1.2070 1.3873
H7 7.4545 -1.8959 -0.3882
H8 4.9330 -0.9826 -0.2007
H9 6.3170 0.3596 -0.3623
H10 5.5818 -0.5000 2.6223
H11 5.6547 1.3164 1.9286
H12 3.3530 0.3462 0.4996
H13 3.1374 -0.8691 1.9363
H14 3.4815 2.4320 2.3978
H15 2.7092 1.1970 3.5940
H16 1.8219 2.1103 0.5956
H17 1.1012 -0.5020 0.6159
H18 -0.1904 -0.0238 1.9988
H19 -0.1043 3.2291 -0.0639
H20 -1.4847 3.6767 1.3815
H21 -1.4573 1.7498 2.0321
H22 -2.0232 1.8179 -1.2060
H23 -3.0440 3.1652 -0.2478
H24 -3.9338 1.3455 1.3413
H25 -2.5392 0.1122 1.0405
H26 -4.8193 0.8138 -1.1685
H27 -3.9949 -1.6415 -2.1377
H28 -2.5672 -1.6139 -0.8891
H29 -2.6167 -0.3264 -2.3671
H30 -4.4589 -2.0005 0.4722
H31 -5.1214 -0.5343 1.4600
H32 -6.6008 -2.3097 -0.6662
H33 -6.8768 -0.3855 -1.0177
H34 -7.5662 -0.1710 1.8568
H35 -10.1107 -1.7222 -0.2155
H36 -10.5253 -3.2480 0.8720
H37 -9.2750 -3.3828 -0.5891
H38 -8.9331 -2.7772 3.5200
H39 -7.0534 -2.9092 3.0721
H40 -8.2364 -4.2893 2.4792
C21 -10.9173 1.1154 -1.0809
C22 -9.5302 1.6310 -0.7394
O5 -8.9589 2.3306 -1.8517
C23 -9.4031 3.5969 -2.0377
O6 -10.2232 4.1806 -1.3471
O7 -8.7986 4.0982 -3.1445
C24 -9.2497 5.4006 -3.5095
H41 -10.8918 0.5188 -1.9983
H42 -11.3132 0.5010 -0.2679
H43 -11.6145 1.9406 -1.2585
H44 -8.8711 0.7831 -0.5250
H45 -9.5420 2.2638 0.1554
H46 -9.1805 6.0966 -2.6674
H47 -10.2769 5.3464 -3.8830
H48 -8.6080 5.7699 -4.3137
C25 12.0658 2.8373 -2.1420
C26 11.1535 2.6624 -0.9404
O8 10.1853 1.6341 -1.1815
C27 10.6351 0.3633 -1.0473
O9 11.7674 0.0297 -0.7362
O10 9.6145 -0.4797 -1.3465
C28 9.9808 -1.8577 -1.3346
H49 11.4787 3.0027 -3.0509
H50 12.7410 3.6846 -1.9956
H51 12.6711 1.9415 -2.3140
H52 10.5964 3.5898 -0.7705
H53 11.7223 2.4565 -0.0264
H54 10.4627 -2.1336 -0.3911
H55 10.6382 -2.0742 -2.1823
H56 9.0702 -2.4527 -1.4418

=====

(2)
Molecular formula: C28H56O14S7
Method: DFT, ωB97M-V with the def2-TZVPD basis set

**HOMO level**: -10.08 eV
**Strongest force on any atom**: 1.58 eV/Å
**E_tot**: -134453.922 eV
**SMILES**: O=S1(=O)CCCC1.O=S1(=O)CCCC1.O=S1(=O)CCCC1.O=S1(=O)CCCC1.O=S1(=O)CCCC1.O=S1(=O)CCCC1.O=S1(=O)CCCC1

Element x y z (Å)
C1 18.9347 -5.6073 -9.7813
C2 19.1364 -4.6680 -10.9597
C3 19.9009 -3.4807 -10.3869
S1 21.2108 -4.2359 -9.4119
O1 21.4062 -3.5927 -8.1316
O2 22.3567 -4.5368 -10.2319
C4 20.3083 -5.7838 -9.1425
H1 18.5179 -6.5702 -10.0820
H2 18.2069 -5.2169 -9.0654
H3 18.2146 -4.3107 -11.4207
H4 19.7033 -5.1631 -11.7522
H5 19.2698 -2.9603 -9.6640
H6 20.2979 -2.7801 -11.1182
H7 20.2701 -6.0648 -8.0931
H8 20.9024 -6.5200 -9.6858
C5 16.1368 -1.8798 -11.7582
C6 16.9790 -0.7509 -12.3902
C7 16.2283 -0.3043 -13.6260
S2 14.5121 -0.2666 -13.1077
O3 13.6919 -0.9305 -14.0824
O4 14.1718 1.0541 -12.6565
C8 14.7528 -1.3043 -11.6360
H9 16.5547 -2.1531 -10.7893
H10 16.1445 -2.7349 -12.4383
H11 17.9683 -1.1556 -12.6273
H12 17.2007 0.0144 -11.6423
H13 16.2796 -1.1240 -14.3462
H14 16.5618 0.6154 -14.0950
H15 13.8709 -1.9308 -11.5383
H16 14.7253 -0.5374 -10.8585
C9 22.3416 -3.8785 -4.8782
C10 21.8481 -3.8626 -3.4308
C11 20.3683 -4.1810 -3.5513
S3 20.3813 -5.6100 -4.6738
O5 19.4021 -5.3802 -5.7071
O6 20.4052 -6.8505 -3.9427
C12 22.0144 -5.2755 -5.3934
H17 23.3979 -3.6110 -4.8901
H18 21.8272 -3.1446 -5.5023
H19 22.0642 -2.9060 -2.9511
H20 22.3128 -4.6185 -2.7916
H21 19.9127 -3.3967 -4.1568
H22 19.7489 -4.4100 -2.6892
H23 21.8369 -5.3509 -6.4615
H24 22.7680 -5.9736 -5.0359
C13 21.7595 2.3210 -1.3468
C14 22.6033 1.0549 -1.2323
C15 23.2966 0.8764 -2.5652
S4 22.1453 1.5488 -3.8099
O7 21.5560 0.4704 -4.5643
O8 22.8156 2.6375 -4.4612
C16 20.9741 2.1817 -2.6417
H25 22.3934 3.2107 -1.4125
H26 21.1261 2.4665 -0.4730
H27 21.9867 0.1749 -1.0267
H28 23.3169 1.1172 -0.4098
H29 23.5947 -0.1145 -2.8981
H30 24.1609 1.5330 -2.6798
H31 20.1973 1.4235 -2.5070
H32 20.4362 3.0442 -3.0254
C17 19.8039 -0.7460 -6.8601
C18 19.4880 -0.3165 -8.2913
C19 17.9739 -0.1972 -8.3365
S5 17.3448 -1.5664 -7.3507
O9 17.0263 -2.6365 -8.2790
O10 16.3694 -1.1370 -6.3949
C20 18.9068 -1.9307 -6.5736
H33 19.6362 0.1014 -6.1938
H34 20.8290 -1.0695 -6.6833
H35 19.8838 -1.0345 -9.0084
H36 19.9396 0.6524 -8.5034
H37 17.4782 -0.2574 -9.3041
H38 17.6276 0.7185 -7.8493
H39 19.2507 -2.8273 -7.0954
H40 18.7648 -2.2295 -5.5364
C21 15.1060 1.8122 -3.4538
C22 15.1272 3.3531 -3.3639
C23 15.8642 3.9372 -4.5709
S6 17.1344 2.7426 -4.9594
O11 18.2829 3.0155 -4.1272
O12 17.3113 2.6159 -6.3836
C24 16.2240 1.3228 -4.3695
H41 14.1441 1.4703 -3.8312
H42 15.2170 1.4098 -2.4480
H43 15.6806 3.6750 -2.4784
H44 14.1291 3.7754 -3.2720
H45 16.2962 4.9209 -4.4166
H46 15.2050 3.9563 -5.4418
H47 16.9483 0.6194 -3.9630
H48 15.8503 0.8826 -5.2916
C25 16.0297 -3.9161 -3.7825
C26 15.8246 -5.2869 -3.1461
C27 14.5855 -5.9168 -3.7682
S7 14.7355 -5.5101 -5.5073
O13 13.4645 -5.1214 -6.0651
O14 15.4854 -6.5496 -6.1463
C28 15.7464 -4.0421 -5.2751
H49 17.0653 -3.6000 -3.6431
H50 15.3776 -3.1822 -3.3090
H51 15.7488 -5.2505 -2.0569
H52 16.6749 -5.9564 -3.3149
H53 13.6855 -5.3995 -3.4287
H54 14.5108 -6.9895 -3.6259
H55 15.1872 -3.1963 -5.6611
H56 16.6354 -4.1981 -5.8860